The following is a DFT calculation (wB97M-V/def2-TZVPD) of the molecule C7H10O2S at a distorted geometry.

ORCA input file:
```
! RIJCOSX wB97M-V def2-TZVPD def2/J DEFGRID3
* xyz 0 1
C -0.18900 2.28136 0.24715
C 1.05835 1.56179 0.38375
C -1.38059 1.66867 -0.09066
C -1.07761 0.43311 -1.05897
C 1.12953 0.40806 1.07551
C -1.00335 -0.82486 -0.24833
C 0.21196 -1.68677 -0.47206
O -2.48062 1.87266 0.48347
O 2.25102 -0.28471 1.21745
S -2.17725 -1.11809 1.00193
H -0.28994 3.27576 0.45187
H 1.95160 1.96616 0.31924
H -1.87852 0.44337 -1.83958
H -0.15388 0.48012 -1.61182
H 0.25059 0.01050 1.52613
H -0.27053 -2.66167 -0.70830
H 0.95975 -1.87415 0.23303
H 0.63643 -1.39870 -1.34439
H 2.25486 -1.14280 1.73661
H -2.82600 -0.03146 0.90286
*
```

The total energy comes out at -22346.4104 eV. Its energy above the lowest of the compared OMol25 structures with the same formula, charge and spin is 83.6 kcal/mol.

Löwdin atomic charge list, values in e, 4 entries: 0.010 -0.044 -0.426 -0.154


The following is a DFT calculation (wB97M-V/def2-TZVPD) of the molecule C7H10O3 at a distorted geometry.

ORCA input file:
```
! RIJCOSX wB97M-V def2-TZVPD def2/J DEFGRID3
* xyz 0 1
C 1.06223 -0.39329 -1.29086
C -0.03198 0.19699 -0.33049
C -0.38653 0.85171 -2.47158
C 2.16070 -1.33232 -1.00075
C -0.40848 1.32855 1.73624
C -1.79513 -0.58256 1.17792
C -0.35066 -0.02754 1.11197
O -0.78751 1.43154 -3.43773
O 0.71468 0.05086 -2.51828
O -0.80793 0.91694 -1.20216
H 2.02032 -2.39709 -1.00261
H 2.69973 -1.11728 -0.05331
H 3.09337 -1.03492 -1.66849
H -0.97971 2.01937 1.27523
H 0.47036 1.78826 1.85804
H -0.66884 1.29368 2.72252
H -2.46091 0.13795 1.38717
H -1.88855 -1.13982 2.05750
H -2.03149 -1.14612 0.34242
H 0.37633 -0.84490 1.30723
*
```

The total energy comes out at -13560.9218 eV. Its energy above the lowest of the compared OMol25 structures with the same formula, charge and spin is 55.2 kcal/mol. As for the SMILES: Cc1oc(=O)oc1C(C)C.

Löwdin atomic charge list, values in e, 4 entries: -0.182 -0.106 -0.523 -0.049


The following is a DFT calculation (wB97M-V/def2-TZVPD) of the molecule C7H10S at a distorted geometry.

ORCA input file:
```
! RIJCOSX wB97M-V def2-TZVPD def2/J DEFGRID3
* xyz 0 1
C 1.93540 0.96855 -1.61618
C 0.18959 0.48230 0.55288
C -1.17885 0.79863 1.14317
C -2.01429 -0.25958 1.08131
C -1.34875 -1.42076 0.40717
C 0.14429 -1.04989 0.59148
C 1.13103 -1.85537 0.83878
H 1.99137 1.03877 -2.71525
H 2.33576 -0.01756 -1.36450
H 2.59110 1.76156 -1.20911
H 0.98684 0.93535 1.10986
H -1.44060 1.79114 1.45083
H -3.01821 -0.38411 1.39786
H -1.61433 -1.49114 -0.64299
H -1.56570 -2.36023 0.84720
H 2.18630 -1.56584 0.91235
H 1.01567 -2.90805 0.89421
S 0.21133 1.07605 -1.16701
*
```

The total energy comes out at -18255.0367 eV. Its energy above the lowest of the compared OMol25 structures with the same formula, charge and spin is 27.2 kcal/mol. As for the SMILES: C=C1CC=C[C@@H]1SC.

Löwdin atomic charge list, values in e, 4 entries: -0.434 -0.543 -0.115 -0.070


The following is a DFT calculation (wB97M-V/def2-TZVPD) of the molecule C7H10S at a distorted geometry.

ORCA input file:
```
! RIJCOSX wB97M-V def2-TZVPD def2/J DEFGRID3
* xyz 0 1
C 1.28999 -0.81766 1.51555
C 0.01542 -0.04701 1.03682
C 0.34693 0.91883 -0.13477
C -0.23905 0.26826 -1.36057
C -0.02516 0.64690 -2.61823
C -1.13237 -0.74224 -0.89234
C -1.02690 -0.92431 0.44927
H 2.03122 -0.19158 1.99793
H 1.04207 -1.69045 2.11845
H 1.82436 -1.32059 0.68348
H -1.61919 1.41738 1.85578
H -0.05302 1.95343 -0.01357
H 1.42839 1.06920 -0.22502
H -0.42297 0.09898 -3.46446
H 0.67706 1.45616 -2.91131
H -1.88848 -1.26678 -1.51451
H -1.62445 -1.67713 0.97962
S -0.62386 0.84859 2.49787
*
```

The total energy comes out at -18255.3267 eV. Its energy above the lowest of the compared OMol25 structures with the same formula, charge and spin is 20.5 kcal/mol. As for the SMILES: C=C1C=C[C@](C)(S)C1.

Löwdin atomic charge list, values in e, 4 entries: -0.102 -0.809 -0.148 -0.345